Below is an isolated molecule of C4H6ClF at a distorted geometry, with properties calculated with wB97M-V/def2-TZVPD.

Its SMILES is CC(C)=C(F)Cl. The frontier orbital gap is 9.29 eV. The energy relative to the best compared isomer or geometry (same formula, charge and spin) is 194.6 kJ/mol.

Structure (ORCA input):
```
! wB97M-V def2-TZVPD RIJCOSX def2/J DEFGRID3
* xyz 0 1
C -0.322 -0.196 1.316
C 0.072 -0.119 -0.089
C -0.804 0.698 -0.973
C 1.198 -0.803 -0.567
H -0.118 0.744 1.912
H 0.061 -0.969 1.963
H -1.522 -0.099 1.379
H -1.840 0.566 -0.912
H -0.530 0.388 -2.082
H -0.294 1.866 -0.619
F 1.788 -0.515 -1.667
Cl 2.310 -1.562 0.337
*
```

Results of the Löwdin charge analysis, in e, for atoms 1 through 5: C -0.1187; C -0.4095; C -0.0688; C -0.8462; H 0.0959

Below is an isolated molecule of C29H36N6O2 at a distorted geometry, with properties calculated with wB97M-V/def2-TZVPD.

Its SMILES is CC1CCN(CCCNC(=O)CCc2nnc3n(CCc4ccccc4)c(=O)c4ccccc4n23)CC1. The frontier orbital gap is 8.95 eV. The energy relative to the best compared isomer or geometry (same formula, charge and spin) is 2.4 kJ/mol.

Structure (ORCA input):
```
! wB97M-V def2-TZVPD RIJCOSX def2/J DEFGRID3
* xyz 0 1
C -4.992 -3.295 -1.544
H -4.623 -3.678 -2.493
C -5.027 -1.771 -1.560
C -3.637 -1.188 -1.807
C -3.650 0.336 -1.739
N -4.161 0.781 -0.452
C -5.521 0.311 -0.257
C -5.555 -1.213 -0.240
H -6.578 -1.552 -0.065
H -4.931 -1.573 0.582
H -5.895 0.695 0.695
H -6.188 0.685 -1.057
C -4.035 2.219 -0.254
H -3.127 2.552 -0.761
C -3.922 2.589 1.229
C -2.607 2.110 1.834
N -2.523 0.669 1.749
C -1.658 -0.043 2.476
O -0.913 0.439 3.314
C -1.677 -1.546 2.197
H -2.391 -1.785 1.412
H -1.953 -2.062 3.118
C -0.265 -1.971 1.789
C 0.093 -1.337 0.495
N -0.771 -0.779 -0.295
N -0.133 -0.216 -1.341
C 1.138 -0.436 -1.170
N 2.151 0.011 -1.959
C 3.470 -0.282 -1.679
O 4.372 0.136 -2.378
C 3.693 -1.132 -0.498
C 5.006 -1.482 -0.185
C 5.283 -2.258 0.918
C 4.241 -2.702 1.720
C 2.932 -2.365 1.432
C 2.647 -1.564 0.330
N 1.365 -1.176 -0.028
H 2.141 -2.733 2.061
H 4.447 -3.322 2.580
H 6.301 -2.525 1.155
H 5.787 -1.124 -0.839
C 1.846 1.080 -2.894
H 1.081 0.732 -3.591
H 2.776 1.277 -3.429
C 1.356 2.339 -2.142
C 1.941 2.375 -0.755
C 3.303 2.569 -0.559
C 3.852 2.450 0.706
C 3.049 2.133 1.790
C 1.686 1.965 1.612
C 1.142 2.091 0.346
H 0.080 1.943 0.205
H 1.046 1.718 2.447
H 3.485 2.021 2.772
H 4.914 2.591 0.843
H 3.940 2.794 -1.402
H 1.649 3.222 -2.712
H 0.269 2.310 -2.070
H 0.422 -1.618 2.563
H -0.195 -3.061 1.714
H -2.999 0.286 0.930
H -2.527 2.400 2.886
H -1.767 2.574 1.301
H -4.753 2.158 1.789
H -3.980 3.675 1.324
H -4.885 2.759 -0.705
H -2.623 0.690 -1.843
H -4.255 0.743 -2.570
H -3.267 -1.494 -2.786
H -2.938 -1.554 -1.055
H -5.695 -1.444 -2.366
H -4.334 -3.651 -0.753
H -5.986 -3.701 -1.372
*
```

Results of the Löwdin charge analysis, in e, for atoms 1 through 5: C -0.0731; H 0.0756; C -0.3932; C -0.1623; C -0.1872

Below is a structure of composition C19H55F2FeO9 at a distorted geometry, with properties calculated with wB97M-V/def2-TZVPD.

The frontier orbital gap (spin up / spin down) is 10.18 / 9.67 eV. The energy relative to the best compared isomer or geometry (same formula, charge and spin) is 0.0 kJ/mol.

Structure (ORCA input):
```
! wB97M-V def2-TZVPD RIJCOSX def2/J DEFGRID3
* xyz 0 6
Fe 0.412 -0.619 1.499
F -0.067 -0.151 -0.326
F 0.371 -1.392 3.131
C 2.722 1.995 2.827
C 1.339 1.552 3.232
C 0.546 2.773 3.685
O 0.796 1.041 2.049
H 3.269 1.169 2.436
H 3.312 2.478 3.624
H 2.602 2.712 2.010
H 1.457 0.796 3.995
H 0.811 3.019 4.722
H -0.541 2.624 3.650
H 0.765 3.573 2.973
C -2.673 0.834 -3.965
C -1.857 0.832 -2.712
O -2.064 -0.403 -2.037
H -2.450 0.005 -4.652
H -2.573 1.797 -4.528
H -3.717 0.807 -3.687
H -2.146 1.719 -2.101
H -0.762 0.895 -2.900
H -1.312 -0.558 -1.410
C 3.449 -2.214 2.940
C 3.006 -2.435 1.495
O 2.261 -1.370 0.806
H 2.700 -1.737 3.556
H 4.376 -1.651 2.968
H 3.558 -3.192 3.450
H 2.342 -3.293 1.393
H 3.925 -2.732 0.938
H 2.878 -0.572 0.627
C -6.292 -0.584 -2.858
C -5.588 -1.064 -1.588
O -4.567 -0.257 -1.025
H -7.065 0.167 -2.665
H -6.813 -1.440 -3.315
H -5.619 -0.144 -3.587
H -5.250 -2.002 -1.975
H -6.243 -1.333 -0.768
H -3.688 -0.481 -1.345
C -2.743 1.869 1.402
C -2.823 0.377 1.284
O -1.772 -0.286 2.042
H -1.806 2.213 0.950
H -2.748 2.194 2.458
H -3.539 2.439 0.929
H -2.577 0.070 0.272
H -3.845 0.035 1.474
H -1.708 0.216 2.866
C -2.622 -3.509 1.229
C -1.154 -3.457 1.642
O -0.394 -2.505 0.855
H -2.681 -3.969 0.223
H -3.086 -2.541 1.222
H -3.194 -4.153 1.859
H -0.702 -4.450 1.548
H -0.958 -3.149 2.647
H -0.415 -2.667 -0.083
C -0.068 3.763 -0.882
C 1.324 3.200 -0.607
O 1.551 1.907 -1.105
H -0.293 3.698 -1.948
H -0.269 4.753 -0.459
H -0.790 3.078 -0.458
H 1.452 3.137 0.492
H 2.114 3.782 -1.064
H 0.919 1.266 -0.755
C 1.431 -0.980 -3.347
C 0.772 -2.277 -3.012
O 0.835 -2.729 -1.607
H 2.524 -0.960 -3.311
H 1.051 -0.232 -2.663
H 1.112 -0.680 -4.363
H 1.281 -3.137 -3.468
H -0.282 -2.250 -3.309
H 1.287 -2.000 -1.152
C 6.175 0.329 -0.240
C 4.905 1.141 -0.071
O 3.818 0.387 -0.494
H 6.170 -0.593 0.347
H 7.027 0.959 -0.050
H 6.267 0.079 -1.315
H 4.927 2.071 -0.663
H 4.836 1.460 0.969
H 3.081 0.935 -0.843
*
```

Results of the Löwdin charge analysis, in e, for atoms 1 through 5: Fe 1.0525; F -0.3804; F -0.3870; C -0.0601; C -0.5266

Below is a structure of composition C15H35N5O16Zr at a distorted geometry, with properties calculated with wB97M-V/def2-TZVPD.

The frontier orbital gap is 1.89 eV. The energy relative to the best compared isomer or geometry (same formula, charge and spin) is 1297.9 kJ/mol.

Structure (ORCA input):
```
! wB97M-V def2-TZVPD RIJCOSX def2/J DEFGRID3
* xyz 2 1
Zr -2.324 3.852 0.130
O -0.028 2.107 -1.291
C 0.408 0.797 -0.962
C -0.137 0.219 0.407
O -1.257 0.951 1.004
H 1.496 0.740 -0.978
H 0.076 0.227 -1.830
H 0.730 0.035 1.042
H -0.498 -0.810 0.408
C 4.845 1.139 2.644
N 6.154 1.643 2.994
O 6.204 2.565 3.799
O 7.070 1.272 2.348
H 4.454 1.428 1.668
H 4.249 1.637 3.409
H 4.920 0.062 2.794
C 3.381 3.987 -4.435
N 4.608 3.387 -3.840
O 5.061 3.926 -2.791
O 5.175 2.435 -4.322
H 3.858 4.689 -5.119
H 2.825 4.502 -3.651
H 2.674 3.341 -4.955
C -0.026 -4.368 -3.566
N -0.007 -4.558 -5.055
O 0.420 -3.606 -5.703
O -0.430 -5.594 -5.500
H -1.088 -4.454 -3.340
H 0.271 -3.385 -3.200
H 0.498 -5.181 -3.064
C -4.781 -3.398 0.552
N -5.161 -3.030 -0.801
O -4.337 -2.631 -1.574
O -6.344 -3.217 -1.074
H -5.122 -4.400 0.810
H -5.245 -2.578 1.101
H -3.694 -3.350 0.605
C -1.027 0.957 6.422
N -1.450 1.993 7.385
O -1.672 1.740 8.572
O -1.363 3.165 6.979
H -0.065 1.082 5.926
H -1.737 1.023 5.597
H -1.021 -0.003 6.938
O 3.050 -1.727 5.610
C 3.472 -2.909 5.680
O 2.942 -3.963 5.065
C 1.829 -3.713 4.167
C 1.570 -5.022 3.349
C 4.811 -3.310 6.467
H 2.192 -2.979 3.446
H 0.923 -3.331 4.637
H 1.289 -5.782 4.078
H 2.450 -5.383 2.816
H 0.861 -4.878 2.534
H 5.478 -2.484 6.713
H 5.374 -3.977 5.815
H 4.629 -3.916 7.355
O -4.180 3.378 -3.334
C -4.800 3.110 -4.399
O -4.447 3.516 -5.631
C -3.233 4.114 -5.839
C -3.609 5.591 -6.182
C -5.953 2.114 -4.527
H -2.865 3.755 -6.799
H -2.482 4.125 -5.049
H -4.298 5.592 -7.026
H -2.683 6.151 -6.313
H -4.080 6.083 -5.331
H -6.791 2.524 -5.090
H -6.408 1.737 -3.611
H -5.607 1.243 -5.084
*
```

Results of the Löwdin charge analysis, in e, for atoms 1 through 5: Zr 1.7751; O -0.0745; C -0.1991; C -0.1672; O -0.1115

Below is an isolated molecule of C5H6O, with properties calculated with wB97M-V/def2-TZVPD.

The frontier orbital gap is 9.49 eV. The energy relative to the best compared isomer or geometry (same formula, charge and spin) is 343.8 kJ/mol.

Structure (ORCA input):
```
! wB97M-V def2-TZVPD RIJCOSX def2/J DEFGRID3
* xyz 0 1
C -1.661 0.497 -0.127
C -0.461 -0.439 -0.017
C 0.840 0.311 0.225
C 2.116 -1.303 -0.929
C 2.173 -0.441 0.048
O 0.856 1.455 0.606
H -1.689 1.174 0.729
H -1.610 1.108 -1.035
H -2.598 -0.069 -0.153
H -0.402 -1.129 -0.873
H -0.564 -1.086 0.863
H 3.000 -0.077 0.664
*
```

Results of the Löwdin charge analysis, in e, for atoms 1 through 5: C -0.0982; C -0.1960; C -0.4350; C 0.2105; C -0.1623

Below is a cluster of 7 separate species, C15H44F3N7O9S in total at a distorted geometry, with properties calculated with wB97M-V/def2-TZVPD.

The frontier orbital gap is 7.59 eV. The energy relative to the best compared isomer or geometry (same formula, charge and spin) is 490.4 kJ/mol.

Structure (ORCA input):
```
! wB97M-V def2-TZVPD RIJCOSX def2/J DEFGRID3
* xyz 0 1
O -0.535 0.575 0.746
H -0.113 0.356 1.581
H -1.434 0.901 0.833
H -0.446 -0.175 0.155
C -3.020 4.927 2.341
F -1.901 5.535 2.642
F -3.275 3.979 3.149
F -3.961 5.851 2.246
S -2.604 3.975 0.648
O -3.857 3.847 -0.162
O -1.589 4.751 -0.128
O -2.149 2.583 1.104
C 0.320 -2.641 -1.214
O 0.243 -1.657 -0.485
N -0.589 -3.556 -1.301
N 1.406 -2.939 -1.871
H -0.574 -4.214 -2.066
H -1.422 -3.296 -0.791
H 1.490 -3.864 -2.269
H 2.239 -2.386 -1.728
C -2.683 -2.001 0.941
O -2.871 -0.896 0.516
N -2.124 -2.389 2.055
N -2.923 -3.053 0.275
H -1.872 -3.362 2.149
H -1.873 -1.660 2.707
H -2.522 -3.920 0.605
H -3.280 -3.133 -0.666
C -1.329 2.890 -3.082
C -1.614 1.377 -3.156
C -0.333 0.554 -3.695
O 0.036 0.855 -5.016
C -0.829 0.430 -6.065
N -1.914 0.840 -1.831
H -1.057 3.231 -4.081
H -0.447 3.189 -2.517
H -2.121 3.546 -2.721
H -2.517 1.145 -3.720
H -0.506 -0.522 -3.730
H 0.507 0.520 -3.000
H -0.327 0.428 -7.032
H -1.645 1.130 -6.245
H -1.157 -0.607 -6.001
H -1.961 -0.169 -1.807
H -2.745 1.332 -1.538
C 1.907 -1.047 4.624
C 0.837 -0.829 3.508
C -0.428 0.010 4.033
O -1.433 -0.005 3.015
C -2.593 0.700 3.423
N 1.531 -0.155 2.447
H 2.219 -0.043 4.909
H 2.717 -1.526 4.074
H 1.497 -1.642 5.440
H 0.558 -1.850 3.245
H -0.048 0.983 4.343
H -0.833 -0.518 4.896
H -3.278 0.676 2.575
H -2.440 1.700 3.829
H -2.912 0.073 4.256
H 2.190 -0.763 1.982
H 2.142 0.575 2.785
C 2.513 0.694 -1.507
C 3.784 0.639 -0.800
C 4.036 -0.802 -0.363
O 2.946 -1.263 0.427
C 3.009 -2.634 0.735
N 4.846 1.178 -1.606
H 2.524 0.029 -2.370
H 2.434 1.669 -1.989
H 1.618 0.461 -0.930
H 3.757 1.226 0.118
H 4.999 -0.983 0.115
H 4.166 -1.393 -1.269
H 2.026 -3.091 0.846
H 3.418 -2.594 1.745
H 3.691 -3.224 0.122
H 4.781 0.478 -2.331
H 5.697 0.960 -1.107
*
```

Results of the Löwdin charge analysis, in e, for atoms 1 through 5: O 0.1925; H 0.0703; H 0.0571; H 0.0527; C -0.7246

Below is an isolated molecule of C2H4OS at a distorted geometry, with properties calculated with wB97M-V/def2-TZVPD.

The frontier orbital gap (spin up / spin down) is 8.90 / 8.04 eV. The energy relative to the best compared isomer or geometry (same formula, charge and spin) is 217.9 kJ/mol.

Structure (ORCA input):
```
! wB97M-V def2-TZVPD RIJCOSX def2/J DEFGRID3
* xyz 0 3
C -1.276 -0.002 -0.067
C 0.936 -0.791 0.387
O -0.764 -2.530 -0.375
S -0.708 -1.497 0.617
H -1.171 0.789 0.635
H -1.209 -0.055 -1.069
H 1.531 -0.657 -0.416
H 1.116 -0.131 1.236
*
```

Results of the Löwdin charge analysis, in e, for atoms 1 through 5: C -0.1732; C -0.1453; O -0.5205; S 0.7958; H 0.0262

Below is a structure of composition C29H38MnN2OP2Si at a distorted geometry, with properties calculated with wB97M-V/def2-TZVPD.

The frontier orbital gap (spin up / spin down) is 5.74 / 6.29 eV.

Structure (ORCA input):
```
! wB97M-V def2-TZVPD RIJCOSX def2/J DEFGRID3
* xyz 1 5
C -1.065 2.284 -4.169
C -1.239 1.484 -3.035
C -0.049 1.145 -2.236
C 1.004 2.108 -2.373
C 0.918 3.244 -3.223
C -0.027 3.228 -4.227
C 2.239 1.746 -1.849
C 2.618 0.393 -1.934
C 1.532 -0.555 -1.825
C 1.664 -1.904 -2.299
C 2.915 -2.276 -2.779
C 4.020 -1.402 -2.739
C 3.895 -0.094 -2.288
H -1.838 2.272 -4.937
H 1.690 4.020 -3.167
H 0.015 3.946 -5.046
H 3.021 2.500 -1.752
H 3.054 -3.290 -3.170
H 4.999 -1.743 -3.096
H 4.747 0.597 -2.274
N 0.268 -0.008 -1.495
Mn 0.895 -1.031 0.337
C -2.631 1.377 -2.458
H -2.977 0.333 -2.407
H -3.365 1.995 -3.006
C 0.539 -2.900 -2.128
H -0.395 -2.529 -2.566
H 0.815 -3.863 -2.574
P -2.394 2.159 -0.817
P 0.121 -3.151 -0.323
C 1.109 -4.641 0.037
H 0.869 -4.983 1.054
H 0.877 -5.434 -0.695
H 2.177 -4.396 -0.022
C -1.622 -3.723 -0.217
H -1.696 -4.812 -0.373
H -2.016 -3.490 0.783
H -2.245 -3.213 -0.969
C -3.698 3.308 -0.414
H -4.660 3.046 -0.864
H -3.791 3.324 0.679
H -3.401 4.302 -0.764
C -2.416 0.632 0.165
H -2.336 0.792 1.244
H -3.323 0.011 -0.011
H -1.554 0.004 -0.124
C 2.436 -1.643 1.053
O 3.526 -2.001 1.305
H -1.186 3.002 -0.973
C 1.959 2.065 0.943
Si 1.002 1.416 2.410
C 2.246 1.079 3.761
C -0.156 2.823 2.820
N 0.232 -0.124 1.960
C -0.632 -0.735 2.867
C -0.591 -2.142 3.078
C -1.664 -2.797 3.683
C -2.761 -2.062 4.146
C -2.752 -0.667 4.065
C -1.651 -0.010 3.527
H 2.627 2.900 1.202
H 1.271 2.434 0.167
H 2.591 1.280 0.503
H 2.690 2.049 4.039
H 1.784 0.624 4.649
H 3.049 0.416 3.399
H -0.955 2.934 2.072
H -0.600 2.757 3.821
H 0.442 3.748 2.799
H 0.291 -2.692 2.736
H -1.640 -3.884 3.776
H -3.617 -2.578 4.575
H -3.597 -0.078 4.422
H -1.604 1.075 3.542
*
```

Results of the Löwdin charge analysis, in e, for atoms 1 through 5: C -0.0421; C -0.2448; C -0.2110; C -0.2080; C -0.0188

Below is a cluster of 3 separate species, C3H14N2O2 in total at a distorted geometry, with properties calculated with wB97M-V/def2-TZVPD.

Its SMILES is C[C@@H](N)CN.O.O. The frontier orbital gap is 10.56 eV. The energy relative to the best compared isomer or geometry (same formula, charge and spin) is 187.0 kJ/mol.

Structure (ORCA input):
```
! wB97M-V def2-TZVPD RIJCOSX def2/J DEFGRID3
* xyz 0 1
N 0.571 0.105 -0.779
C -0.062 0.872 0.224
C 0.331 2.381 0.015
C 0.187 0.319 1.613
N -0.395 -1.152 1.652
H 1.458 0.642 -1.100
H 0.033 0.195 -1.674
H -1.128 0.713 0.022
H 0.087 2.532 -0.994
H 1.493 2.556 0.240
H -0.371 3.020 0.523
H 1.297 0.401 1.805
H -0.318 1.010 2.350
H -0.536 -1.049 0.653
H 0.479 -1.750 1.787
H 1.921 -1.808 -2.707
H 2.683 -1.550 -3.967
O 2.073 -1.135 -3.353
H -2.528 -2.294 1.136
H -3.822 -1.533 1.219
O -3.454 -2.475 1.336
*
```

Results of the Löwdin charge analysis, in e, for atoms 1 through 5: N -0.0127; C -0.5468; C -0.0557; C -0.2217; N -0.0046